The following is a quantum chemistry calculation of a cluster of 5 separate species, C20H40NO8 in total, from the Open Molecules 2025 dataset.

As for the highest occupied orbital energy: -1.0538 eV. The value obtained for the largest force on an atom is 0.037 Eh/bohr. The net charge is -1. As for the molar mass: 422.5 g/mol. The frontier orbital gap comes out at 3.223 eV.

XYZ file:
```
69
Properties=species:S:1:pos:R:3:forces:R:3
H 3.3469 0.6413 -1.1249 0.0 0.1 0.0
H 4.2902 3.7726 -6.0501 -0.1 -0.1 0.0
H 2.0078 -0.1602 4.1667 0.0 -0.1 -0.1
H -2.1551 4.2232 1.5531 0.3 0.2 0.6
O -3.3003 -4.3149 3.4145 -0.1 -0.1 0.1
H -1.2954 -3.5933 3.8200 0.1 -0.1 0.0
C -4.4253 2.3942 1.2296 1.0 0.2 -0.6
C 1.9010 -1.4304 5.8899 0.0 -0.1 0.0
H -0.6379 -7.3838 1.5363 0.0 0.0 0.0
H -0.6276 3.0668 -2.0989 0.0 0.1 0.0
H -5.2903 -5.7296 2.6577 0.0 0.2 -0.1
C 2.7370 0.5417 -3.1798 0.0 0.1 -0.1
C -3.2364 -5.4708 3.1014 -0.1 0.1 -0.3
C -4.3426 -6.1427 2.3224 -0.2 -0.2 0.3
O 1.5199 4.3596 -1.5788 0.4 0.0 0.0
C -1.5633 -7.9011 1.7883 0.0 0.1 -0.1
H -2.3168 -7.5910 1.0644 0.0 0.0 0.0
H -0.0793 3.1437 0.6711 -0.8 0.1 -1.7
H 1.9426 0.8966 -3.8360 0.0 0.0 0.0
C -2.1921 3.1156 1.5795 0.6 0.6 0.2
H -0.5565 0.8002 2.3317 -1.7 -0.6 0.2
H -2.3482 2.7637 2.6257 -0.2 0.1 0.1
H -0.1141 -3.9735 5.0852 0.0 0.0 0.0
O 1.5878 -2.0312 3.5528 0.1 0.1 -0.2
C 1.1080 4.2970 -6.4871 -0.1 0.4 0.1
H -4.6873 1.3222 1.2005 -0.4 -0.1 0.2
H 2.9472 -1.7341 5.8346 0.0 0.1 0.0
H -4.4917 2.7452 2.2708 -0.1 -0.1 0.3
C 1.4704 3.1892 -1.8519 -0.4 0.1 -0.2
C -0.6533 1.1827 1.3259 0.9 0.9 -0.1
C 1.4103 -0.9974 4.5225 0.0 0.1 0.2
H 0.3119 2.7734 -3.5795 0.0 0.0 0.0
O 0.8618 -3.7719 2.4350 0.1 0.0 0.0
H -2.8842 -8.0863 3.5110 0.0 0.0 0.0
H -1.1921 -7.8661 3.8985 0.0 0.1 0.0
H 2.9022 6.2526 -4.9160 0.0 0.0 0.0
H 2.7678 -0.5475 -3.2329 0.0 0.0 0.0
H 1.3349 -2.2811 6.2702 -0.1 0.0 0.0
O 2.5562 2.4175 -1.6313 0.3 0.2 0.2
C -0.4242 -3.2267 4.3540 -0.2 0.4 -0.2
H -0.7291 -2.3202 4.8716 0.1 0.0 0.1
H -4.3904 -7.2216 2.4513 0.1 0.0 -0.1
H 0.3768 -0.6522 4.5425 0.0 -0.1 0.0
H 4.6493 5.9846 -4.9554 0.0 0.0 0.0
N -3.1273 2.6343 0.6352 -0.4 0.3 0.1
H 3.5966 4.9438 -3.9796 0.0 0.0 0.0
C -1.9759 -7.5632 3.2059 0.0 -0.2 -0.2
O 0.1555 3.5704 -6.5330 0.1 -0.2 0.0
C 3.6788 5.4879 -4.9209 -0.2 0.0 0.1
H 0.1432 1.5206 -2.3279 0.1 0.0 -0.1
H -1.4058 -8.9755 1.6832 0.0 0.0 0.0
H 0.2950 5.8405 -7.6879 -0.1 0.0 0.1
H 3.6782 0.9375 -3.5655 0.0 0.0 0.0
H 1.6115 0.5924 -1.3125 0.0 0.0 0.0
C 2.5263 0.9938 -1.7482 -0.1 -0.2 -0.1
C 0.9995 5.7562 -6.8644 0.2 0.0 -0.4
O -2.1139 -6.1566 3.3952 0.1 0.0 0.3
C 0.2603 2.5860 -2.5054 -0.3 -0.2 0.2
H -4.2125 -5.9121 1.2661 0.0 0.0 0.0
H -0.6388 0.5134 0.4763 1.6 -0.3 -0.1
O 2.2789 3.8230 -6.0239 0.1 -0.4 0.0
H 3.6200 5.0392 -7.0532 -0.1 0.0 0.0
H 0.6132 6.3085 -6.0089 0.0 0.0 0.0
H 1.9356 6.2049 -7.1891 0.0 0.0 0.2
H 1.8119 -0.6101 6.6033 0.0 0.0 0.0
C 3.5164 4.5376 -6.0889 0.1 0.3 0.1
H -5.1940 2.9602 0.6836 -0.4 -0.2 -0.1
C 0.6972 -3.0260 3.3636 -0.1 -0.2 0.2
C -0.8465 2.5375 1.1412 -0.3 -1.1 0.8
```
Forces are in eV/Å.

---

The following is a quantum chemistry calculation of an isolated molecule of C5H7NOS, from the Open Molecules 2025 dataset.

As for the highest occupied orbital energy: -8.4702 eV. The value obtained for the largest force on an atom is 0.041 Eh/bohr. As for the molar mass: 129.2 g/mol. The frontier orbital gap comes out at 9.205 eV. The structure (SMILES) is S=C1NC[C@@H]2C[C@H]2O1. The calculation puts the energy relative to the best compared isomer or geometry (same formula, charge and spin) at 273.7 kJ/mol.

XYZ file:
```
15
Properties=species:S:1:pos:R:3:forces:R:3
C -1.3649 0.0766 2.3124 -0.2 0.2 2.1
H -0.7750 0.2141 3.2423 -0.2 -0.1 -0.9
O 0.2246 1.0631 0.4097 0.0 0.2 -0.2
C -0.7796 -0.8821 1.3263 1.0 -1.3 -0.2
C 0.5691 0.2979 -0.6857 -1.1 -0.4 1.1
S 1.7584 0.7900 -1.6732 0.4 0.2 -0.4
H 0.1534 -1.3296 -1.6918 0.4 -0.6 -1.0
N -0.1495 -0.8649 -0.8817 -0.3 1.0 0.6
C -1.0538 -1.6135 0.0321 0.3 0.2 0.7
H -0.6871 -2.6414 0.0172 -0.4 -0.1 0.1
H -2.4204 0.1428 2.5296 -0.2 0.0 -0.2
H -1.7812 0.6669 0.3289 -0.7 0.4 -0.4
H 0.2638 -1.0861 1.6218 -0.5 0.2 -0.1
H -2.1144 -1.5553 -0.2315 0.2 -0.1 -0.4
C -0.9581 0.5374 0.9897 1.2 0.1 -0.8
```
Forces are in eV/Å.

---

The following is a quantum chemistry calculation of a cluster of 2 separate species, CH7N2O in total, from the Open Molecules 2025 dataset.

As for the highest occupied orbital energy: -15.5351 eV. The value obtained for the largest force on an atom is 0.047 Eh/bohr. The net charge is +1. As for the molar mass: 63.1 g/mol. The frontier orbital gap comes out at 11.525 eV. The calculation puts the energy relative to the best compared isomer or geometry (same formula, charge and spin) at 208.5 kJ/mol.

XYZ file:
```
11
Properties=species:S:1:pos:R:3:forces:R:3
H -2.1360 -1.5218 1.4604 -0.3 0.6 1.2
H -2.2601 0.6805 0.8086 0.6 0.2 -0.5
O 2.2235 -0.2580 -1.2719 -0.3 -0.4 -0.2
H 1.9095 -0.4296 -2.1658 0.0 0.2 -0.3
H 0.3319 -0.0044 -0.4345 1.0 0.2 1.1
H -0.5394 1.3732 -0.5064 -0.1 -0.1 -0.1
C -1.3209 0.1091 0.8820 -2.3 -0.7 0.1
H 0.3304 1.3140 0.8146 1.1 -0.7 -0.2
N -1.2650 -0.9974 1.4355 1.5 -0.5 -1.7
N -0.1622 0.6920 0.1622 -1.0 1.1 0.1
H 2.8883 -0.9577 -1.1847 0.0 0.2 0.4
```
Forces are in eV/Å.

---

The following is a quantum chemistry calculation of a structure of composition C3H10N3O5P3, from the Open Molecules 2025 dataset.

As for the highest occupied orbital energy: -9.4639 eV. The value obtained for the largest force on an atom is 0.019 Eh/bohr. As for the molar mass: 261.1 g/mol. The frontier orbital gap comes out at 9.488 eV. The calculation puts the energy relative to the best compared isomer or geometry (same formula, charge and spin) at 0.0 kJ/mol.

XYZ file:
```
24
Properties=species:S:1:pos:R:3:forces:R:3
C -0.0485 1.0691 2.0248 -0.2 -0.1 -0.1
C -1.6556 -2.6166 0.0907 0.1 0.0 0.1
N 0.4808 1.0727 0.6982 0.3 -0.2 0.8
O -1.3641 0.8019 2.0125 -0.2 0.5 -0.1
H -3.6272 -1.9069 0.0722 0.0 0.0 0.0
C -2.7697 -1.9844 -0.5937 -0.2 0.1 -0.1
H -1.7431 1.1250 2.8471 0.2 -0.4 0.0
H 1.0236 -1.2063 1.3368 -0.3 -0.1 -0.3
H -3.0550 -2.5674 -1.4673 0.0 0.0 0.0
H 1.0408 3.4252 -1.6457 0.1 -0.1 -0.2
O 0.5867 1.2596 3.0241 0.0 0.3 0.1
H 0.2887 0.8097 -1.8644 0.2 0.0 -0.3
N 1.4757 2.6140 -1.2196 -0.2 0.3 0.2
O 1.2675 -2.3721 -1.4888 -0.1 0.1 0.3
P 1.7509 -0.2209 0.6410 0.6 0.3 0.2
P 1.2618 2.5579 0.3194 -0.2 -0.1 -0.7
O 0.3235 -0.1358 -2.1226 -0.3 0.1 0.5
N -0.7614 -3.0998 0.6260 0.0 0.1 -0.1
H 0.7096 -2.6254 -0.7316 -0.1 -0.2 -0.2
H 2.4213 2.5096 1.0998 0.0 0.1 0.1
H -2.4853 -0.9850 -0.9198 0.1 0.0 0.0
O 2.8819 -0.5138 -2.1270 -0.2 -0.1 0.2
H 0.4570 3.5503 0.9019 -0.1 -0.1 0.2
P 1.6063 -0.8200 -1.4759 0.5 -0.2 -0.8
```
Forces are in eV/Å.

---

The following is a quantum chemistry calculation of a structure of composition C11H25BaN5O8, from the Open Molecules 2025 dataset.

As for the highest occupied orbital energy (alpha / beta): -6.2375 / -6.2368 eV. The value obtained for the largest force on an atom is 0.149 Eh/bohr. As for the molar mass: 492.7 g/mol. The frontier orbital gap (alpha / beta) comes out at 5.102 / 5.100 eV. The calculation puts the energy relative to the best compared isomer or geometry (same formula, charge and spin) at 37.0 kJ/mol.

XYZ file:
```
50
Properties=species:S:1:pos:R:3:forces:R:3
H 3.6157 -1.7504 1.8583 -0.3 -0.2 0.0
H -1.0965 3.9483 0.5969 -0.2 -0.1 -0.1
H -2.4910 3.5263 2.3167 0.0 -0.3 -0.1
N -2.8234 3.0635 1.4676 -0.5 1.3 0.6
C -2.4330 -2.5222 1.1794 0.7 0.4 -0.6
H 4.1023 2.8758 -0.5723 -0.3 -0.1 0.1
C -2.0171 3.4551 0.2735 0.1 -0.1 -0.1
O 0.3540 -0.8205 2.5065 -0.9 -0.6 -0.4
O 1.7656 0.1941 -3.9041 0.0 -0.3 -0.9
H -4.4328 -2.5632 1.9569 0.2 -0.1 -0.1
N -2.1176 -2.2141 -0.1104 -0.5 0.1 0.5
C 2.4426 1.5187 -0.6803 -2.3 -1.7 1.3
C -1.7106 2.1213 -0.4067 0.8 -1.4 -1.6
H 0.2424 -1.8233 -6.0327 -0.2 0.7 0.3
C 2.5883 1.2871 -2.0978 -1.3 -1.7 -1.3
H 1.4040 -2.4959 -1.8271 -0.8 0.7 0.1
H 3.5574 2.2816 1.0141 -0.3 0.0 -0.3
H 2.6088 3.5054 0.1469 0.1 -0.3 0.0
O 2.8332 -2.3185 1.9304 -0.2 0.7 0.4
N 1.7517 0.3646 -2.6444 1.4 1.8 1.6
O -0.0965 -0.9959 -5.6417 0.6 -0.6 0.1
Ba -0.5113 -0.6256 -1.4626 -2.3 4.0 -1.2
H -2.5983 4.1086 -0.3792 0.2 -0.1 0.1
N -0.4916 -1.2729 1.6314 0.0 -0.2 1.0
H -0.6606 -2.1871 4.0888 -0.2 0.0 -0.1
H 0.6591 -0.6402 -5.1084 -0.4 0.0 -0.1
H 3.4908 1.7285 -3.9694 -0.1 0.0 0.2
H 0.9522 0.3458 1.7248 0.7 1.1 -0.4
O -1.1645 2.1265 -1.5384 -0.9 0.2 1.7
O -2.9742 -2.3084 -1.0374 0.0 -0.4 0.6
O -2.0514 1.0845 0.2659 0.1 1.0 -0.3
C -1.6111 -2.3765 3.5830 0.2 -0.1 0.3
H 2.1688 -1.7431 2.3741 0.4 -0.5 -0.4
H -3.7994 3.3470 1.3376 0.2 -0.4 0.1
C 3.2204 2.5964 0.0175 0.3 0.1 0.0
H -2.7207 2.0064 1.4877 0.2 -0.2 -0.3
C -3.6706 -3.2451 1.5513 -0.4 -0.2 0.1
C 3.5449 2.0662 -2.9313 0.1 0.1 -0.2
H -1.8974 -3.4224 3.7418 0.0 0.2 0.0
O 1.4024 1.1551 1.2668 -0.7 -0.5 1.6
N 1.5200 0.7810 -0.0377 2.2 1.5 -1.9
H -2.3829 -1.7398 4.0392 0.2 -0.1 0.0
C -1.4762 -2.0741 2.1316 0.2 0.4 -0.9
H -4.0913 -3.7464 0.6763 0.0 0.1 0.1
H -3.4459 -3.9882 2.3253 -0.2 0.1 -0.2
H 3.3056 3.1363 -2.9004 0.1 -0.1 -0.1
H 1.5542 -2.1481 -0.1113 -0.3 0.9 0.2
H 4.5727 1.9392 -2.5750 0.0 0.1 -0.1
H 0.2945 -3.2352 -0.6232 -0.7 0.7 -0.2
C 0.8142 -2.3062 -0.8988 4.8 -5.9 0.9
```
Forces are in eV/Å.

---

The following is a quantum chemistry calculation of a cluster of 5 separate species, H10O4S in total, from the Open Molecules 2025 dataset.

As for the highest occupied orbital energy: -9.8789 eV. The value obtained for the largest force on an atom is 0.046 Eh/bohr. As for the molar mass: 106.1 g/mol. The frontier orbital gap comes out at 10.147 eV. The structure (SMILES) is O.O.O.O.S. The calculation puts the energy relative to the best compared isomer or geometry (same formula, charge and spin) at 100.9 kJ/mol.

XYZ file:
```
15
Properties=species:S:1:pos:R:3:forces:R:3
H -1.2749 0.6070 1.3332 1.1 1.0 -0.5
H 1.6263 2.3413 -2.6861 0.8 0.1 0.5
O -2.1847 0.4507 1.1554 -2.2 -0.7 -0.2
S -1.4562 -3.2509 -0.3354 0.7 -0.2 0.3
H 0.3511 3.0212 0.2344 0.4 -0.7 0.4
H 1.0197 1.7310 -0.2305 0.3 0.0 0.1
H -2.6118 0.9661 0.4450 1.3 -0.2 0.7
O 2.0035 1.5248 -2.3048 -1.3 0.5 -0.8
H 0.6911 -1.1777 1.5292 -0.3 -0.2 0.1
H 1.1412 -0.8925 3.0075 -0.1 0.0 -0.8
H 1.3580 0.9293 -2.7189 0.5 -0.6 0.3
H -2.2886 -3.5631 -1.3067 -0.4 -0.1 -0.4
H -0.5505 -4.1664 -0.7636 -0.3 0.3 0.2
O 0.8193 2.2293 0.5738 -0.7 0.7 -0.5
O 1.3566 -0.7502 2.0675 0.3 0.2 0.6
```
Forces are in eV/Å.

---

The following is a quantum chemistry calculation of an isolated molecule of C4H8O3, from the Open Molecules 2025 dataset.

As for the highest occupied orbital energy: -10.2573 eV. The value obtained for the largest force on an atom is 0.010 Eh/bohr. As for the molar mass: 104.1 g/mol. The frontier orbital gap comes out at 10.984 eV. The structure (SMILES) is C[C@@H](O)[C@@H](O)C=O. The calculation puts the energy relative to the best compared isomer or geometry (same formula, charge and spin) at 133.9 kJ/mol.

XYZ file:
```
15
Properties=species:S:1:pos:R:3:forces:R:3
C -0.4879 -0.2661 -0.7514 0.2 -0.3 0.0
H -1.1539 1.4993 -0.9987 -0.2 -0.1 0.1
O -1.5406 0.6604 -0.6996 0.0 0.2 -0.1
C 1.0114 0.3781 1.2436 0.0 0.3 0.2
H -1.7547 -1.9682 -0.4141 0.1 0.1 0.0
H -0.0998 -2.2036 0.1856 -0.1 0.1 -0.1
H 1.0927 -0.6152 1.7204 0.0 0.1 0.0
H -0.3008 -0.5820 -1.7910 -0.1 0.1 0.1
H 1.6766 -0.1319 -0.6866 -0.1 0.0 0.1
C -0.9090 -1.4736 0.0706 0.0 0.0 0.0
H 0.9336 2.2822 0.1221 0.0 0.0 -0.2
C 0.8206 0.4151 -0.2573 0.0 -0.1 0.1
O 0.8343 1.7510 -0.6907 0.1 0.1 0.1
H -1.2428 -1.1439 1.0607 0.1 -0.1 -0.1
O 1.1202 1.3984 1.8863 -0.1 -0.4 -0.3
```
Forces are in eV/Å.

---

The following is a quantum chemistry calculation of a structure of composition C28H35BrCrNPS4, from the Open Molecules 2025 dataset.

As for the highest occupied orbital energy (alpha / beta): -4.0895 / -4.1217 eV. Its spin multiplicity is 2. The value obtained for the largest force on an atom is 0.027 Eh/bohr. The net charge is -1. As for the molar mass: 676.7 g/mol. The frontier orbital gap (alpha / beta) comes out at 6.635 / 6.668 eV. The calculation puts the energy relative to the best compared isomer or geometry (same formula, charge and spin) at 0.0 kJ/mol.

XYZ file:
```
71
Properties=species:S:1:pos:R:3:forces:R:3
C -0.9906 -2.5872 4.3433 -0.1 0.0 0.0
H 2.5216 -1.5779 1.7258 0.1 0.1 0.0
Cr 1.1600 0.8810 0.7985 0.6 1.1 0.6
P 0.7761 0.8071 -1.5559 0.0 0.1 -0.8
C -0.8621 -3.4491 -1.7439 0.0 0.1 -0.1
C 2.1354 0.9903 -4.1187 0.0 0.0 0.1
H 3.2510 -0.5350 -1.2055 0.1 0.0 0.0
C 0.0837 -0.8530 -1.7321 0.1 -0.1 0.2
C -0.9268 -3.5253 -4.2647 0.0 0.0 0.1
H 4.1147 -0.3853 -2.7381 0.0 0.0 0.0
H 1.6144 4.0922 0.5530 0.0 0.0 0.0
C -1.9910 3.5485 1.8019 0.0 0.0 0.0
H 1.5420 0.1806 -4.5459 0.0 0.0 0.0
H -3.3819 -0.2244 2.0965 0.0 0.0 0.0
C 2.3171 0.8218 -2.6139 -0.1 -0.1 0.2
H 0.1656 6.0256 0.9718 0.0 0.0 0.0
H 0.9592 3.4617 -2.9172 0.0 0.0 0.0
C 2.0456 -2.4982 2.0603 -0.1 0.1 0.0
C 0.6000 3.9180 0.8841 0.1 0.0 0.0
H -1.9409 -3.9305 -4.2942 0.0 0.0 -0.1
H -0.5058 -3.2919 6.3161 0.0 0.0 0.0
C -0.4458 1.8332 -2.5159 0.0 0.0 0.4
H -0.8012 -2.8572 -5.1169 0.0 0.0 0.0
C -1.5057 4.8198 1.5580 -0.1 0.2 0.0
C 0.6741 -2.2270 2.6188 0.0 0.1 -0.2
H 1.0210 -3.3106 4.4271 0.0 0.0 0.0
C -0.0412 3.3063 -2.5075 0.0 -0.1 -0.1
H 2.6868 -2.9512 2.8153 0.0 0.0 0.0
H -3.1502 -1.4864 0.8816 0.0 0.0 0.0
H -2.9376 -1.8043 3.9155 0.0 0.0 0.0
H 3.1166 0.9742 -4.6001 0.0 0.0 0.0
C 0.1465 2.6110 1.0749 -0.4 -0.1 -0.1
H -0.2372 -4.3647 -4.3850 0.0 0.0 -0.1
C -0.2515 -1.4699 1.8796 0.0 -0.4 0.2
H 2.6135 -1.3313 -2.6526 0.0 0.0 0.0
H -2.9961 3.4073 2.1772 0.0 0.0 0.0
H -1.8064 1.9560 -0.8433 -0.1 0.0 0.0
H -2.0740 -2.4800 6.1985 0.0 0.0 0.0
C -2.6369 -0.7253 1.4764 0.0 -0.1 0.0
H -0.4604 1.4496 -3.5407 0.0 0.0 0.0
S 2.8540 2.3263 3.5085 0.2 0.1 -0.2
H 2.8722 1.6816 -2.2276 0.0 0.0 0.0
C -0.6196 -2.8225 -0.5409 0.0 0.1 0.2
C -1.8312 1.6536 -1.8909 0.0 0.0 -0.1
H -0.7509 3.8952 -3.0941 0.0 0.0 0.0
S 4.3127 1.7828 2.1610 0.1 0.0 0.4
H -2.2075 -0.0052 0.7811 -0.1 -0.1 0.0
H -2.1601 0.6150 -1.9465 0.0 0.0 0.0
C -1.9174 -1.9164 3.5589 0.0 0.0 0.0
C -0.6680 -2.8030 -2.9665 0.0 -0.1 -0.1
S 3.3023 1.9386 0.3775 -1.1 -0.9 -0.1
C -1.1546 2.4662 1.5702 0.0 -0.1 0.0
H 1.9801 -3.1726 1.2009 0.0 0.0 0.0
H -2.5667 2.2760 -2.4072 0.0 0.0 0.0
H -1.8788 -4.1173 5.5695 0.0 0.0 0.1
C -1.5757 -1.3710 2.3272 0.1 0.1 0.0
H -0.0661 -0.9686 -3.8679 0.0 0.0 0.0
H -1.2188 -4.4746 -1.7471 0.0 0.0 0.0
C -0.1334 -1.4958 -0.4941 -0.2 -0.3 -0.5
C 3.1223 -0.4388 -2.2850 0.0 0.1 0.0
H 1.6606 1.9399 -4.3679 0.0 0.0 -0.1
H -0.0474 3.6821 -1.4864 0.0 0.1 0.0
H -1.5262 1.4727 1.8017 0.0 0.2 0.0
H -0.7904 -3.3517 0.3888 0.0 0.0 0.0
N 0.1367 -0.8327 0.6728 0.7 0.7 0.4
C -1.3831 -3.1498 5.6855 0.0 0.0 -0.1
Br -2.6621 6.3260 1.8094 0.1 -0.1 0.0
S 1.4350 0.8775 3.1918 -0.1 -0.4 -0.4
C -0.2030 -1.4981 -2.9307 -0.1 0.0 0.1
C -0.2105 5.0225 1.1233 -0.1 0.0 0.0
C 0.2936 -2.7564 3.8426 -0.1 0.0 0.0
```
Forces are in eV/Å.